1.
52
Properties=species:S:1:pos:R:3 method="wB97M-V/def2-TZVPD" homo_ev="-3.2 / -4.4" s_squared=8.7932 charge=-1 homo_lumo_gap_ev="5.268 / 5.110" multiplicity=6
Ru -0.2440 -0.1037 -0.4559
C -3.2113 -2.9843 0.6088
C -4.1411 -2.2612 1.3897
C -3.8260 -1.0122 1.8061
C -2.5754 -0.4121 1.4692
N -1.7590 -1.0675 0.5977
C -2.0714 -2.3463 0.2386
N -2.2920 0.7395 2.0834
C -1.1615 1.4021 1.9191
N -0.1317 1.1719 1.0148
C 0.8373 2.1534 1.1535
N 1.9712 2.2985 0.4882
C 2.2873 1.6173 -0.6106
C 3.6228 1.8007 -1.0946
C 4.0411 1.2331 -2.2494
C 3.1285 0.4634 -3.0068
C 1.8787 0.2932 -2.5032
N 1.4416 0.8135 -1.3191
C 0.4227 3.0234 2.2140
C 1.0190 4.1675 2.7602
C 0.3519 4.8212 3.7685
C -0.9005 4.3560 4.2400
C -1.4894 3.2360 3.7040
C -0.8126 2.5687 2.6753
H -3.3852 -4.0019 0.2925
H -5.0932 -2.7013 1.6596
H -4.4860 -0.4190 2.4224
H -1.3267 -2.8516 -0.3534
H 4.2671 2.4193 -0.4865
H 5.0585 1.3771 -2.5920
H 3.3918 0.0157 -3.9536
H 1.1459 -0.2730 -3.0541
H 1.9722 4.5170 2.3858
H 0.7832 5.7105 4.2117
H -1.4011 4.9008 5.0310
H -2.4497 2.8741 4.0470
Cl 1.7870 -6.2168 -4.1497
C 1.5539 -4.9277 -3.0245
C 0.5916 -3.9536 -3.2579
Cl -0.3915 -4.0118 -4.6740
C 0.4180 -2.9255 -2.3468
Cl -0.7831 -1.6861 -2.5978
C 1.1775 -2.7972 -1.1635
O 1.0241 -1.8432 -0.3200
C 2.1523 -3.8093 -0.9610
Cl 3.1100 -3.6813 0.4645
C 2.3280 -4.8416 -1.8638
Cl 3.5250 -6.0482 -1.5537
Se -1.6581 3.5197 -0.9728
Se -3.5628 3.6370 0.1021
Te -4.2234 0.6626 -1.9052
Se -1.9114 1.3834 -2.2778

***

2.
44
Properties=species:S:1:pos:R:3 method="wB97M-V/def2-TZVPD" homo_ev=-7.3 homo_lumo_gap_ev=6.598
Tl 2.4311 -1.0101 -1.9806
Cl 4.1377 1.2027 0.3511
C 3.0328 1.2072 1.6473
C 1.8738 0.2890 1.7860
C 1.6425 -0.5238 0.7430
Cl 0.0512 -1.6443 1.0392
C 1.2926 0.6523 3.0887
Cl -0.0221 -0.0958 3.9085
C 1.9892 1.6771 3.6119
Cl 1.7012 2.4530 5.0960
C 3.0804 2.0263 2.7099
Cl 4.1985 3.2761 3.0024
C -3.1400 0.5221 1.9386
C -3.5867 -0.5883 1.2328
C -3.1500 -0.8098 -0.0659
C -2.2451 0.0627 -0.6646
C -1.8114 1.1760 0.0439
C -2.2563 1.4081 1.3386
As -1.6823 -0.3257 -2.5052
C -0.8972 -2.0955 -2.2153
C -1.8392 -3.1244 -2.2437
C -1.4597 -4.4348 -1.9895
C -0.1236 -4.7150 -1.7501
C 0.8077 -3.6829 -1.7757
C 0.4624 -2.3423 -1.9912
C -0.1177 0.7575 -2.4879
C 0.6329 3.5090 0.5593
C 1.3268 3.5557 -0.4899
C 2.0449 3.4888 -1.7293
C 1.7757 2.5814 -2.6737
C 0.7510 1.5987 -2.5643
H -3.4895 0.7010 2.9476
H -4.2859 -1.2777 1.6894
H -3.5126 -1.6783 -0.6036
H -1.1134 1.8678 -0.4061
H -1.9028 2.2846 1.8681
H -2.8795 -2.9137 -2.4740
H -2.1975 -5.2271 -1.9989
H 0.1939 -5.7337 -1.5611
H 1.8520 -3.9482 -1.6102
H -0.4388 -1.1965 2.1682
H 1.6657 4.2859 0.4685
H 2.8401 4.2054 -1.8778
H 2.3672 2.5797 -3.5804

***

3.
50
Properties=species:S:1:pos:R:3 method="wB97M-V/def2-TZVPD" homo_ev="-13.9 / -13.9" charge=+2 homo_lumo_gap_ev="6.976 / 6.961"
Pb 0.5168 -0.6476 -0.2823
F -1.4442 7.6274 -0.9388
C -0.7595 6.5629 -0.6090
C 0.5515 6.6764 -0.1711
F 1.1331 7.8511 -0.0761
C 1.2489 5.5311 0.1733
F 2.5077 5.6477 0.5953
C 0.6993 4.2581 0.0745
P 1.8170 2.8659 0.4400
C 2.4616 2.2511 -1.1066
C 1.7860 2.4882 -2.3068
C 2.3063 2.0014 -3.4927
C 3.5066 1.3012 -3.4909
C 4.1892 1.0788 -2.3014
C 3.6727 1.5505 -1.1076
C 3.1434 2.9568 1.6593
C 4.2884 3.6948 1.3454
C 5.3847 3.6637 2.1887
C 5.3602 2.8969 3.3436
C 4.2289 2.1558 3.6540
C 3.1262 2.1766 2.8189
C -0.6223 4.1547 -0.3860
Br -1.5419 2.5284 -0.6472
C -1.3376 5.3011 -0.6991
F -2.5833 5.1912 -1.1210
H 0.8690 3.0604 -2.3208
H 1.7822 2.1892 -4.4193
H 3.9222 0.9455 -4.4237
H 5.1353 0.5559 -2.3035
H 4.2089 1.3957 -0.1806
H 4.3280 4.2961 0.4478
H 6.2606 4.2484 1.9444
H 6.2178 2.8657 4.0008
H 4.1949 1.5577 4.5541
H 2.2725 1.5790 3.0938
Br -1.1405 -3.3584 2.1682
C -0.8229 -1.6429 2.9005
C -1.2134 -1.5266 4.2332
C -1.2320 -0.2856 4.8261
C -0.8354 0.8007 4.0687
C -0.3644 0.5914 2.7863
N -0.3408 -0.6213 2.1640
C 0.1596 1.8106 2.1235
O 0.0344 2.9183 2.5539
O 0.8807 1.5962 0.9645
H -1.5407 -2.4062 4.7685
H -1.5662 -0.1712 5.8479
H -0.8661 1.8059 4.4637
O 1.4320 -2.7834 -0.3379
N 0.2612 -2.9458 -0.5842

***

The evaluated energy above the lowest of the compared OMol25 structures with the same formula, charge and spin for the records listed, in turn: 21.27, 1.86, 42.35 kJ/mol.
The evaluated E for the records listed, in turn: -11139.09986, -5631.16447, -7338.65195 Ha.